Entry from the OMol25 dataset: a cluster of 2 separate species, C3HN3O in total in a non-equilibrium geometry (ωB97M-V with the def2-TZVPD basis set).

Element x y z (Å)
C -0.393 -1.468 -2.375
C 2.184 0.709 -1.317
C 1.049 0.776 -0.415
N -1.164 -0.743 -2.947
N 2.942 0.341 -2.094
N 0.684 0.693 0.761
O -0.211 1.072 -0.469
H -1.640 0.292 -3.017

Properties
energy	-354.1937	hartree
energy above the lowest of the compared OMol25 structures with the same formula, charge and spin	455.00	kJ/mol
LUMO energy	-0.89	eV
max |F|	0.0848	hartree/bohr
HOMO	-10.6	eV
gap between HOMO and LUMO	0.3576	hartree

=====

Entry from the OMol25 dataset: a cluster of 2 separate species, C3HN3O in total in a non-equilibrium geometry (ωB97M-V with the def2-TZVPD basis set).

Element x y z (Å)
C -1.064 0.842 -0.430
C -0.091 -0.128 -0.373
C -3.267 -0.337 0.384
N -1.769 1.746 -0.604
N -0.437 -1.379 -0.413
N -0.736 -2.462 -0.394
O -4.359 -0.137 0.137
H 1.014 0.225 -0.302

Properties
energy	-354.3343	hartree
energy above the lowest of the compared OMol25 structures with the same formula, charge and spin	85.83	kJ/mol
LUMO energy	-0.21	eV
max |F|	0.0612	hartree/bohr
HOMO	-9.4	eV
gap between HOMO and LUMO	0.3384	hartree

=====

Entry from the OMol25 dataset: an isolated molecule of C3HN3O in a non-equilibrium geometry (ωB97M-V with the def2-TZVPD basis set).

Element x y z (Å)
N -1.424 -1.570 -2.203
C -0.956 -0.789 -1.508
C -0.381 -0.077 -0.503
N 1.027 -0.008 -0.212
C 1.018 0.590 0.881
O -0.135 0.865 1.458
N -1.063 0.249 0.507
H 1.914 0.740 1.580

Properties
energy	-354.3417	hartree
energy above the lowest of the compared OMol25 structures with the same formula, charge and spin	66.52	kJ/mol
LUMO energy	-0.29	eV
max |F|	0.1006	hartree/bohr
HOMO	-11.8	eV
gap between HOMO and LUMO	0.4239	hartree